Record 1
This record from OMol25 describes a structure of composition C27H37MnN4O3Si at a distorted geometry. The level of theory is ωB97M-V/def2-TZVPD.

The value obtained for the LUMO energy (spin up / spin down) is -3.6 / -3.6 eV. The spin multiplicity is 6. The charge is +1. The HOMO energy (spin up / spin down) comes out at -8.089 / -10.434 eV.

```
73
Properties=species:S:1:pos:R:3:forces:R:3
Mn 0.7059 -0.7311 -0.7127 0.77 0.40 0.58
C 4.7241 5.1653 -1.0390 -0.08 -0.05 0.01
C 3.6534 4.1061 -0.9575 0.01 0.14 -0.02
C 2.3036 4.4342 -0.9542 -0.03 0.01 -0.02
C 1.2473 3.5025 -0.8397 -0.11 0.07 0.01
C -0.0594 4.0522 -0.8196 -0.02 0.10 0.10
N -1.2023 3.5653 -0.2253 0.06 -0.34 -0.28
C -1.2128 2.7181 0.9555 0.03 0.11 0.07
C -2.6472 2.5817 1.4498 0.00 -0.03 0.01
C -3.6009 2.1276 0.3527 0.03 0.03 0.08
N -3.1302 0.8873 -0.2602 0.19 0.37 0.00
C -3.8997 -0.0579 -0.6595 -0.25 -0.24 -0.02
C -3.4597 -1.2888 -1.2216 -0.16 0.02 -0.07
C -4.4304 -2.2317 -1.5951 -0.11 0.07 0.02
C -4.1068 -3.4887 -2.0562 -0.07 -0.11 -0.05
C -5.1593 -4.4982 -2.4416 0.10 0.05 0.05
C -2.7496 -3.8059 -2.0810 -0.02 -0.10 -0.03
C -1.7535 -2.9102 -1.7151 0.11 -0.08 -0.02
C -0.4009 -3.3995 -1.6060 -0.13 -0.15 -0.08
N 0.6403 -2.7794 -1.2042 0.15 0.16 0.05
C 1.8160 -3.6681 -1.0355 0.01 0.01 0.06
C 2.9075 -3.0266 -0.2165 -0.07 0.08 0.00
C 3.5336 -1.8744 -0.9719 0.01 0.00 0.03
N 2.7187 -0.6499 -0.9074 -0.17 -0.19 -0.03
C 3.3980 0.4433 -0.8543 0.15 -0.06 -0.03
C 2.9554 1.7890 -0.8165 0.03 0.05 0.00
C 3.9701 2.7726 -0.8647 0.04 -0.09 -0.01
C 1.5928 2.1121 -0.8142 -0.09 -0.14 0.05
O 0.6570 1.1807 -0.8509 -0.09 -0.26 -0.17
C -2.0821 -1.5961 -1.3290 0.23 0.02 0.08
O -1.1824 -0.7123 -1.0530 -0.44 0.24 -0.05
H 4.2930 6.1637 -0.9831 0.01 0.00 -0.01
H 5.2836 5.0923 -1.9729 -0.02 -0.01 0.00
H 5.4356 5.0605 -0.2191 0.00 0.01 -0.01
H 2.0262 5.4819 -1.0097 0.02 -0.01 0.02
H -0.1669 5.0488 -1.2289 0.00 0.01 0.03
H -1.9681 4.2164 -0.2634 0.06 0.13 0.05
H -0.5909 3.1369 1.7555 -0.01 0.04 0.00
H -0.7768 1.7473 0.7124 -0.01 0.01 0.05
H -3.0102 3.5447 1.8168 0.01 0.01 0.03
H -2.6762 1.8857 2.2894 -0.07 0.06 -0.07
H -3.6698 2.8778 -0.4335 -0.01 0.02 -0.05
H -4.6019 1.9635 0.7487 -0.02 -0.07 -0.01
H -2.1272 0.7595 -0.4357 -0.01 0.01 0.05
H -4.9668 0.0946 -0.5144 0.01 -0.05 -0.02
H -5.4759 -1.9509 -1.5043 0.03 -0.01 -0.01
H -6.0976 -4.0095 -2.6984 0.01 0.00 0.00
H -5.3560 -5.1869 -1.6178 0.00 0.00 -0.01
H -4.8411 -5.0914 -3.2984 0.00 0.02 0.00
H -2.4500 -4.8057 -2.3833 -0.02 0.02 0.02
H -0.2873 -4.4621 -1.8323 -0.06 -0.01 -0.01
H 2.2035 -3.9207 -2.0257 -0.01 -0.01 -0.04
H 1.4855 -4.5900 -0.5582 -0.06 -0.01 0.01
H 3.6697 -3.7776 -0.0085 0.01 -0.01 -0.02
H 2.5054 -2.6753 0.7365 0.04 -0.03 0.02
H 3.6649 -2.1534 -2.0217 0.02 0.01 -0.03
H 4.5213 -1.6580 -0.5666 0.03 0.04 0.02
H 4.4827 0.3327 -0.8577 0.01 0.00 0.00
H 5.0087 2.4578 -0.8513 -0.05 -0.02 0.01
C 1.7302 0.6381 3.3500 0.06 0.07 0.03
Si 0.6423 -0.7785 2.8054 0.00 -0.01 0.02
C 1.2396 -2.3651 3.5988 0.01 -0.04 -0.01
C -1.1061 -0.4497 3.3989 -0.07 0.03 0.01
O 0.6667 -0.9199 1.1943 -0.05 -0.17 -0.41
H 1.7364 0.7530 4.4381 0.01 0.01 -0.06
H 1.3873 1.5806 2.9120 0.03 -0.02 0.01
H 2.7618 0.4763 3.0234 -0.03 0.03 0.02
H 1.1416 -2.3337 4.6878 0.01 -0.01 -0.06
H 2.2926 -2.5517 3.3668 -0.04 -0.02 0.01
H 0.6530 -3.2131 3.2324 0.05 0.00 0.04
H -1.1654 -0.4560 4.4912 -0.02 0.01 -0.06
H -1.7925 -1.2122 3.0175 0.00 0.04 0.02
H -1.4518 0.5300 3.0537 0.06 -0.13 0.06
```
Positions in Å, forces in eV/Å.

Atom charges from the Mulliken analysis, given in e for atoms 1 to 4:
1. Mn 0.4906
2. C -1.5828
3. C 0.3730
4. C -1.1100

=====

Record 2
This record from OMol25 describes a structure of composition C27H38AsCl2GdP at a distorted geometry. The level of theory is ωB97M-V/def2-TZVPD.

The value obtained for the LUMO energy (spin up / spin down) is 2.7 / 2.0 eV. The spin multiplicity is 8. The charge is -1. The HOMO energy (spin up / spin down) comes out at -2.084 / -5.168 eV.

```
70
Properties=species:S:1:pos:R:3:forces:R:3
Gd 0.6606 -0.2399 0.5308 2.28 2.19 0.21
Cl -0.4063 1.8999 -0.1383 -0.52 1.29 -0.16
Cl 2.3222 -1.1360 -0.9550 1.82 -1.08 -1.62
H -0.6773 -1.4738 0.4913 -2.33 -1.44 0.96
H -0.7594 -0.4190 1.8993 -1.50 -0.98 0.44
P -1.8642 2.9901 -3.5500 0.61 -0.64 0.54
C -2.2543 4.6692 -2.8385 -0.15 -0.18 -0.07
C -1.0241 3.3490 -5.1711 -0.74 0.48 -0.07
C -3.5612 2.3627 -3.9788 0.09 0.19 0.12
C -1.2214 5.0176 -1.7603 -0.13 0.03 0.30
H -3.2267 4.4968 -2.3318 0.40 0.11 -0.17
C -2.4252 5.8182 -3.8238 -0.30 0.48 0.03
H -1.4832 6.0821 -4.3240 -0.23 -0.09 0.12
H -2.7551 6.7023 -3.2537 0.12 -0.08 -0.25
H -3.1868 5.6302 -4.5953 0.31 0.03 0.23
H -1.1325 4.2141 -1.0170 0.00 0.22 -0.27
H -1.5277 5.9367 -1.2400 0.10 -0.08 -0.09
H -0.2233 5.1855 -2.1817 -0.16 -0.03 0.00
H -4.1384 2.6232 -3.0683 0.23 -0.18 -0.32
C -3.5468 0.8308 -4.0952 -0.22 -0.07 0.11
C -4.2509 3.0168 -5.1676 -0.57 -0.05 -0.16
H -4.3985 4.0996 -5.0407 0.11 -0.38 -0.02
H -5.2515 2.5658 -5.2632 0.15 0.16 -0.18
H -3.7180 2.8454 -6.1134 -0.10 0.05 0.24
H -3.0816 0.3651 -3.2163 -0.05 0.18 -0.23
H -3.0101 0.4863 -4.9871 -0.07 0.09 0.17
H -4.5793 0.4571 -4.1635 0.18 0.03 -0.04
C 0.3618 3.9516 -4.9185 0.15 0.29 -0.16
H -1.6733 4.0873 -5.6794 0.45 -0.21 -0.17
C -0.8941 2.0905 -6.0331 -0.06 -0.01 -0.34
H 0.3439 4.9128 -4.3776 -0.11 -0.43 -0.14
H 0.8610 4.1401 -5.8830 -0.10 -0.06 0.21
H 0.9917 3.2604 -4.3503 -0.10 0.03 0.01
H -0.3887 1.2880 -5.4869 -0.06 0.06 0.01
H -0.2866 2.3201 -6.9227 -0.10 -0.07 0.19
H -1.8568 1.6999 -6.4024 0.32 0.20 0.25
C -0.5970 -6.4174 4.6055 -0.22 0.07 0.08
C -1.3033 -5.2072 4.6403 -0.26 -0.02 0.17
C -0.7360 -4.0510 4.1119 0.50 -0.36 -0.18
C 0.5495 -4.0956 3.5353 -0.21 -0.23 0.43
C 1.2579 -5.3082 3.5201 -0.32 0.46 0.01
C 0.6789 -6.4605 4.0511 0.25 -0.53 -0.02
As 1.2136 -2.4186 2.7447 0.16 0.02 -0.35
C 1.3909 -1.3632 4.4310 -0.11 0.11 -0.07
C 1.0186 0.0086 4.4160 0.24 -1.40 -0.05
C 0.9943 0.7218 5.5940 -0.28 1.13 0.41
C 1.3309 0.1336 6.8137 0.17 -0.51 -0.56
C 1.6813 -1.2169 6.8212 0.26 -0.41 1.05
C 1.6959 -1.9783 5.6476 -0.16 0.96 -0.14
C 2.9893 -3.0942 2.1739 -0.18 0.50 -0.01
C 4.1535 -2.6390 2.7812 0.11 -0.39 -0.26
C 5.3882 -3.0286 2.2507 0.63 0.25 0.38
C 5.4670 -3.8180 1.1067 0.01 -0.01 0.16
C 4.2935 -4.2203 0.4745 0.00 -0.38 -0.51
C 3.0619 -3.8572 0.9897 -0.31 0.40 0.50
H -1.0527 -7.3244 5.0186 0.20 0.36 -0.17
H -2.3130 -5.1621 5.0879 0.67 -0.08 -0.29
H -1.2691 -3.1021 4.1415 -0.01 -0.18 -0.03
H 2.2602 -5.3318 3.0925 -0.26 -0.09 0.12
H 1.2417 -7.4169 4.0277 -0.44 0.73 0.03
H 0.6959 0.4667 3.4871 0.15 0.00 -0.02
H 0.6812 1.7860 5.5719 0.24 -0.78 0.01
H 1.3185 0.7196 7.7257 0.00 -0.11 -0.03
H 1.9510 -1.7050 7.7903 -0.29 0.44 -0.92
H 1.9096 -3.0345 5.6689 0.12 -0.16 0.10
H 4.0761 -1.9794 3.6471 0.20 -0.23 -0.16
H 6.3194 -2.7038 2.7485 -0.57 -0.14 -0.34
H 6.4361 -4.1181 0.6974 -0.32 0.17 0.19
H 4.3348 -4.8119 -0.4562 0.01 0.39 0.56
H 2.1434 -4.0986 0.4492 0.27 -0.03 0.20
```
Positions in Å, forces in eV/Å.

Atom charges from the Mulliken analysis, given in e for atoms 1 to 4:
1. Gd -0.2229
2. Cl -0.6129
3. Cl -0.5983
4. H -0.0284

=====

Record 3
This record from OMol25 describes a structure of composition C27H38BN8S3Sn at a distorted geometry. The level of theory is ωB97M-V/def2-TZVPD.

The value obtained for the LUMO energy is -11.6 eV. The charge is +3. The HOMO energy comes out at -17.230 eV.

```
78
Properties=species:S:1:pos:R:3:forces:R:3
Sn -0.5557 -0.7006 -0.9393 -0.12 0.97 1.00
C -0.4560 2.8921 -3.8319 -0.01 -0.01 0.21
C 1.0318 3.1274 -3.6135 -0.01 0.05 -0.33
C 1.3352 4.6129 -3.8055 0.01 0.01 0.12
C 1.8174 2.2573 -4.6004 0.02 0.02 0.10
N 1.5246 2.7351 -2.2217 -0.07 -0.15 0.12
C 2.8541 2.8930 -1.9249 0.09 -0.05 0.02
C 3.0664 2.4091 -0.6787 0.10 0.00 -0.02
N 1.8733 1.9455 -0.1967 -0.07 0.25 0.04
B 1.8343 1.3285 1.2318 -0.14 0.00 -0.08
N 0.4231 1.4123 1.8873 -0.01 -0.14 0.20
C 0.0091 2.5900 2.4462 0.03 0.09 0.01
C -1.2265 2.3966 2.9707 -0.01 0.08 -0.03
N -1.5795 1.0931 2.7401 0.12 -0.03 -0.13
C -0.5570 0.5039 2.0746 -0.07 0.34 0.00
S -0.4812 -1.1426 1.5354 -0.31 -0.40 -0.52
C -2.8706 0.4621 3.2274 -0.18 -0.30 -0.01
C -3.7217 1.5224 3.9173 0.13 0.17 -0.03
C -2.5228 -0.6422 4.2251 0.10 0.07 0.02
C -3.6519 -0.0802 2.0234 0.08 0.04 0.03
N 2.3913 -0.1353 1.2449 0.25 -0.08 -0.12
C 2.9066 -0.6230 2.3969 0.04 -0.06 0.13
C 3.3308 -1.9014 2.1671 -0.03 0.03 0.05
N 3.0902 -2.2002 0.8652 -0.21 0.14 -0.01
C 2.4993 -1.1094 0.2988 -0.08 0.00 0.18
S 1.9805 -0.9226 -1.3237 -0.66 -0.19 -0.50
C 3.4826 -3.5780 0.3307 0.04 -0.45 -0.03
C 4.9739 -3.7693 0.6120 0.00 0.17 0.03
C 3.2337 -3.7529 -1.1598 -0.06 0.22 -0.03
C 2.6358 -4.5941 1.1036 0.02 0.13 0.04
C 0.9380 2.1555 -1.1481 0.26 0.06 -0.14
S -0.7427 1.7771 -0.9282 -0.26 -0.64 -0.26
H -0.6904 3.2356 -4.8382 0.05 0.01 0.00
H -1.0746 3.4635 -3.1406 -0.01 -0.02 -0.02
H -0.7169 1.8356 -3.7791 -0.03 0.00 0.00
H 0.9727 4.9231 -4.7845 0.02 -0.03 -0.01
H 2.4018 4.8319 -3.7682 -0.02 0.00 0.00
H 0.8247 5.2160 -3.0529 0.01 0.00 -0.02
H 1.4314 2.4186 -5.6058 0.01 0.03 0.01
H 1.7012 1.1986 -4.3571 -0.01 0.00 -0.04
H 2.8799 2.4985 -4.6116 -0.01 -0.02 -0.01
H 3.5614 3.3374 -2.6020 -0.09 0.03 -0.04
H 3.9752 2.3830 -0.1001 -0.06 -0.01 0.02
H 2.5662 1.9793 1.9127 0.03 -0.03 -0.01
H 0.6263 3.4734 2.4522 0.00 -0.05 -0.01
H -1.8564 3.0986 3.4849 -0.02 -0.08 0.05
H -3.2271 1.9533 4.7890 -0.01 -0.03 -0.01
H -4.6329 1.0432 4.2695 0.02 -0.02 0.00
H -4.0149 2.3211 3.2327 0.00 -0.01 0.03
H -1.9715 -0.2343 5.0738 -0.05 -0.01 0.00
H -1.9293 -1.4357 3.7732 -0.02 -0.02 -0.01
H -3.4420 -1.0911 4.6008 0.00 0.03 -0.01
H -3.6670 0.6575 1.2167 -0.06 0.00 0.01
H -4.6793 -0.2650 2.3354 0.01 0.01 -0.02
H -3.2456 -1.0209 1.6577 0.04 0.00 -0.02
H 2.9756 -0.0380 3.2999 -0.05 0.01 -0.05
H 3.7865 -2.5905 2.8556 0.06 -0.01 -0.08
H 5.5687 -3.0133 0.0970 0.01 -0.02 0.01
H 5.2781 -4.7465 0.2407 -0.04 0.00 0.00
H 5.2081 -3.7398 1.6756 0.01 -0.01 -0.02
H 3.7487 -3.0048 -1.7621 0.03 -0.04 -0.01
H 2.1735 -3.7517 -1.4069 0.00 0.01 -0.02
H 3.6324 -4.7257 -1.4426 0.01 0.00 0.06
H 2.8984 -4.6285 2.1614 -0.03 -0.01 -0.02
H 2.8070 -5.5855 0.6872 0.02 0.00 0.02
H 1.5727 -4.3629 1.0109 0.00 -0.04 -0.01
N -5.7396 -4.7214 -0.4684 0.14 0.19 -0.07
C -5.2990 -3.7117 -0.7958 -0.16 -0.15 0.01
C -4.7602 -2.4329 -1.1650 0.01 -0.04 0.03
C -5.5806 -1.3378 -1.4350 0.03 0.05 -0.05
C -4.9937 -0.1208 -1.7525 -0.04 -0.10 0.02
C -3.6176 -0.0233 -1.7656 0.06 0.10 -0.03
N -2.8371 -1.0796 -1.4889 1.15 -0.06 0.18
C -3.3850 -2.2701 -1.2132 0.02 -0.01 0.03
H -6.6573 -1.4444 -1.4031 0.00 -0.01 0.01
H -5.5986 0.7467 -1.9760 0.02 0.00 -0.04
H -3.1174 0.9065 -2.0054 -0.02 0.01 0.00
H -2.7234 -3.1070 -1.0320 -0.01 -0.01 0.08
```
Positions in Å, forces in eV/Å.

Atom charges from the Mulliken analysis, given in e for atoms 1 to 4:
1. Sn 1.0549
2. C -1.9657
3. C 0.9151
4. C -1.5286

=====

ΔE to the lowest compared entry with this formula, charge and spin values (in eV) by entry order: 0.238 1.763 0.771.
Molecular weight values (in u) by entry order: 548.6 696.7 700.4.